1.
ORCA calculation (wB97M-V/def2-TZVPD) on C29H26CrF3O2P2S4 as an isolated structure in a non-equilibrium geometry.

Calculated values
LUMO (spin up / spin down) (Eh): -0.056 / -0.023
DFT total energy (a.u.): -4890.76208
HOMO energy (spin up / spin down) (eV): -7.348 / -7.354

ORCA input file:
```
! wB97M-V def2-TZVPD RIJCOSX def2/J DEFGRID3
* xyz 0 2
Cr 0.950 0.694 -0.711
S 3.208 0.973 -1.205
S 3.738 2.926 -0.992
S 1.937 3.924 -1.221
S 0.717 2.892 0.046
C -1.903 -0.380 1.777
C -2.339 0.647 0.731
P -1.392 0.617 -0.847
C -1.862 2.222 -1.591
C -1.003 2.662 -2.596
C -1.164 3.908 -3.168
C -2.192 4.733 -2.737
C -3.074 4.286 -1.768
C -2.920 3.031 -1.203
C -2.283 -0.404 -2.071
C -3.635 -0.722 -2.020
C -4.234 -1.369 -3.088
C -3.493 -1.708 -4.208
C -2.142 -1.407 -4.259
C -1.543 -0.757 -3.197
C -0.566 -0.014 2.420
P 0.991 -0.168 1.436
C 1.604 -1.873 1.561
C 1.017 -2.865 2.334
C 1.595 -4.121 2.396
C 2.748 -4.397 1.682
C 3.327 -3.418 0.889
C 2.761 -2.157 0.835
C 2.108 0.682 2.611
C 3.236 0.072 3.152
C 4.013 0.741 4.082
C 3.674 2.019 4.490
C 2.571 2.645 3.933
C 1.801 1.987 2.994
H -1.856 -1.367 1.321
H -2.660 -0.404 2.570
H -2.190 1.663 1.123
H -3.402 0.521 0.500
H -0.168 2.019 -2.896
H -0.474 4.245 -3.928
H -2.310 5.719 -3.162
H -3.877 4.927 -1.433
H -3.614 2.700 -0.446
H -4.236 -0.471 -1.159
H -5.290 -1.598 -3.050
H -3.968 -2.209 -5.039
H -1.551 -1.690 -5.116
H -0.483 -0.526 -3.238
H -0.405 -0.605 3.327
H -0.597 1.043 2.709
H 0.112 -2.668 2.889
H 1.143 -4.882 3.013
H 3.201 -5.374 1.748
H 4.222 -3.633 0.326
H 3.216 -1.377 0.232
H 3.510 -0.930 2.857
H 4.886 0.255 4.494
H 4.272 2.530 5.231
H 2.308 3.649 4.231
H 0.967 2.502 2.540
F -0.519 -3.677 -2.522
C 0.481 -3.418 -1.661
F 1.624 -3.638 -2.315
F 0.407 -4.339 -0.691
C 0.363 -1.973 -1.103
O -0.511 -1.762 -0.257
O 1.149 -1.135 -1.580
*
```

These are the Löwdin partial charges, in e, on atoms 1 to 6: atom 1 (Cr): -0.07, atom 2 (S): 0.11, atom 3 (S): -0.04, atom 4 (S): 0.01, atom 5 (S): 0.19, atom 6 (C): -0.27

---

2.
ORCA calculation (wB97M-V/def2-TZVPD) on C35H52O2P4Pb as an isolated structure in a non-equilibrium geometry.

Calculated values
LUMO (spin up / spin down) (Eh): -0.510 / -0.468
DFT total energy (a.u.): -3072.03868
Relative energy (zero: lowest compared OMol25 entry of this formula, charge and spin) (eV): 0.000
HOMO energy (spin up / spin down) (eV): -18.293 / -18.296

ORCA input file:
```
! wB97M-V def2-TZVPD RIJCOSX def2/J DEFGRID3
* xyz 4 1
Pb -1.135 -0.156 -0.956
P 1.585 1.888 0.543
P -1.283 2.525 -1.610
P 1.638 -0.261 -2.371
H -1.603 -4.586 -1.154
C -0.718 -5.162 -1.371
C 0.345 -4.959 -0.579
H 0.358 -4.325 0.333
C 1.133 2.765 2.074
C 2.753 3.118 -0.159
C 2.719 0.651 1.238
C -2.873 2.451 -2.479
C -1.550 3.601 -0.191
C -0.112 3.347 -2.711
C 2.196 -1.961 -1.948
C 3.272 0.564 -2.582
C 1.251 -0.454 -4.152
H -0.695 -5.790 -2.266
H 1.268 -5.494 -0.772
H 0.500 2.112 2.698
H 0.612 3.703 1.852
H 2.066 2.988 2.608
H 2.226 4.057 -0.375
H 3.220 2.753 -1.081
H 3.531 3.309 0.591
H 2.145 -0.042 1.867
H 3.456 1.179 1.859
H 3.234 0.090 0.450
H -3.050 3.298 -3.179
H -3.730 2.436 -1.790
H -2.921 1.536 -3.087
H -2.280 4.377 -0.442
H -0.606 4.055 0.115
H -1.941 3.005 0.636
H -0.622 3.956 -3.468
H 0.480 2.581 -3.226
H 0.577 3.974 -2.134
H 2.901 -2.324 -2.710
H 1.344 -2.651 -1.887
H 2.697 -1.955 -0.969
H 3.892 -0.018 -3.279
H 3.813 0.662 -1.634
H 3.126 1.565 -3.012
H 2.023 -1.083 -4.620
H 1.247 0.534 -4.634
H 0.267 -0.923 -4.290
C -2.542 -1.695 -3.054
C -3.231 -0.836 -3.997
C -3.277 -1.189 -5.331
C -2.521 -2.268 -5.819
C -1.657 -2.949 -4.959
C -1.576 -2.596 -3.617
O -2.796 -1.698 -1.749
H -0.030 1.672 -0.951
H -3.793 0.041 -3.639
H -3.987 -0.659 -5.965
H -2.629 -2.577 -6.852
H -1.076 -3.817 -5.305
H -0.946 -3.167 -2.902
O -0.184 0.463 3.504
P -1.411 -0.335 3.854
C -1.083 -2.101 3.670
C -2.018 -3.083 4.031
C -1.680 -4.438 3.925
C -0.411 -4.811 3.475
C 0.531 -3.831 3.141
C 0.196 -2.480 3.234
C -2.807 0.133 2.816
C -3.470 -0.787 1.997
C -4.523 -0.359 1.185
C -4.912 0.980 1.184
C -4.229 1.906 1.978
C -3.172 1.489 2.787
C -1.935 -0.093 5.568
C -3.275 -0.260 5.949
C -3.634 -0.155 7.297
C -2.665 0.142 8.260
C -1.332 0.335 7.875
C -0.965 0.223 6.531
H -3.007 -2.799 4.394
H -2.413 -5.196 4.203
H -0.148 -5.867 3.382
H 1.531 -4.111 2.811
H 0.923 -1.708 2.978
H -3.167 -1.836 1.992
H -5.037 -1.089 0.558
H -5.752 1.304 0.566
H -4.528 2.956 1.978
H -2.635 2.204 3.415
H -4.038 -0.466 5.195
H -4.674 -0.310 7.586
H -2.947 0.225 9.311
H -0.574 0.570 8.623
H 0.068 0.383 6.219
*
```

These are the Löwdin partial charges, in e, on atoms 1 to 6: atom 1 (Pb): 1.30, atom 2 (P): 0.85, atom 3 (P): 0.67, atom 4 (P): 0.74, atom 5 (H): 0.04, atom 6 (C): -0.07

---

3.
ORCA calculation (wB97M-V/def2-TZVPD) on C23H27AgN5O4SeSi as an isolated structure in a non-equilibrium geometry.

Calculated values
LUMO (Eh): 0.088
DFT total energy (a.u.): -4305.40977
Relative energy (zero: lowest compared OMol25 entry of this formula, charge and spin) (eV): 0.000
HOMO energy (eV): -4.529

ORCA input file:
```
! wB97M-V def2-TZVPD RIJCOSX def2/J DEFGRID3
* xyz -1 1
Ag 0.095 0.201 -1.446
O -0.761 -3.910 2.772
C -0.671 -2.724 3.424
C -0.781 -2.756 4.785
C -0.695 -1.534 5.442
C -0.525 -0.365 4.704
C -0.257 -0.371 3.370
C -0.386 -1.494 2.671
C -0.218 -1.494 1.191
O 0.524 -0.606 0.725
N -0.824 -2.479 0.499
N -0.857 -2.219 -0.810
C -1.320 -3.107 -1.618
C -1.510 -2.642 -2.992
C -2.322 -3.336 -3.854
C -2.415 -2.997 -5.183
C -1.768 -1.889 -5.621
C -1.082 -1.171 -4.650
N -0.921 -1.491 -3.366
H -0.711 -3.646 1.820
H -0.963 -3.622 5.381
H -0.746 -1.530 6.554
H -0.535 0.535 5.267
H -0.053 0.600 2.876
H -1.747 -3.993 -1.205
H -2.825 -4.257 -3.426
H -3.012 -3.691 -5.761
H -1.700 -1.498 -6.632
H -0.735 -0.254 -4.869
C -2.951 4.374 -1.232
Si -2.354 2.509 -1.278
C -3.794 1.511 -2.025
C -2.172 2.023 0.512
Se -0.307 2.540 -2.207
H -3.883 4.538 -0.731
H -2.967 4.852 -2.257
H -2.201 4.844 -0.575
H -4.696 1.615 -1.418
H -3.569 0.442 -2.166
H -4.097 1.843 -2.998
H -3.231 1.793 0.777
H -1.720 2.905 1.001
H -1.644 1.149 0.713
O 3.783 0.643 4.244
C 3.206 -0.329 3.468
N 3.046 0.156 2.107
C 4.062 0.786 1.547
O 5.099 1.073 2.169
C 3.822 1.303 0.118
C 4.220 2.590 -0.231
C 4.066 2.968 -1.537
C 3.491 2.076 -2.407
N 3.023 0.880 -2.107
C 3.207 0.517 -0.831
H 4.643 0.897 3.750
H 2.232 -0.651 3.771
H 3.812 -1.260 3.518
H 2.204 0.018 1.577
H 4.723 3.243 0.524
H 4.476 3.905 -1.805
H 3.390 2.417 -3.438
H 2.804 -0.433 -0.602
*
```

These are the Löwdin partial charges, in e, on atoms 1 to 6: atom 1 (Ag): 0.50, atom 2 (O): 0.03, atom 3 (C): -0.24, atom 4 (C): -0.04, atom 5 (C): -0.08, atom 6 (C): -0.11

---

4.
ORCA calculation (wB97M-V/def2-TZVPD) on C29H41Cl3N7O4PdS2Se as an isolated structure.

Calculated values
LUMO (Eh): 0.064
DFT total energy (a.u.): -6520.28294
Relative energy (zero: lowest compared OMol25 entry of this formula, charge and spin) (eV): 1.355
HOMO energy (eV): -4.421

ORCA input file:
```
! wB97M-V def2-TZVPD RIJCOSX def2/J DEFGRID3
* xyz -1 1
Pd -1.245 2.957 0.642
N 1.689 2.994 -0.005
C 2.802 3.975 -0.018
C 3.634 3.869 -1.286
C 4.343 2.539 -1.561
C 5.564 2.234 -0.691
N 5.252 1.871 0.699
C 4.371 0.818 0.897
N 4.760 -0.356 0.275
N 3.297 0.991 1.570
C 2.217 5.412 0.207
O 3.035 6.325 0.029
O 1.004 5.434 0.502
H 1.406 2.660 -0.926
H 0.835 3.482 0.388
H 3.388 3.774 0.877
H 4.354 4.689 -1.250
H 2.972 4.090 -2.130
H 4.681 2.550 -2.601
H 3.641 1.699 -1.486
H 6.228 3.099 -0.653
H 6.134 1.420 -1.141
H 4.942 2.660 1.244
H 5.755 -0.506 0.223
H 4.228 -1.172 0.525
H 1.906 2.157 0.549
H 2.794 0.118 1.701
Se -3.433 0.395 -2.765
C -2.686 1.739 -1.834
N -2.202 2.608 -1.231
C 1.018 -0.572 4.035
C 0.102 0.291 3.172
C 0.157 1.755 3.577
S -1.213 2.668 2.814
O -2.423 2.041 3.415
C -0.928 4.229 3.707
C -1.504 5.424 2.961
C -3.026 5.395 2.886
H 1.012 -1.612 3.698
H 0.691 -0.559 5.076
H 2.048 -0.210 4.011
H -0.931 -0.053 3.270
H 0.367 0.204 2.114
H 1.096 2.225 3.273
H 0.019 1.868 4.657
H 0.150 4.333 3.841
H -1.404 4.069 4.679
H -1.065 5.448 1.960
H -1.169 6.335 3.466
H -3.378 4.503 2.365
H -3.405 6.265 2.348
H -3.469 5.390 3.886
Cl -5.010 -2.614 -5.725
C -4.058 -2.905 -4.301
C -2.693 -3.096 -4.418
C -1.960 -3.344 -3.271
C -2.551 -3.400 -2.014
C -1.681 -3.684 -0.810
C -1.513 -2.473 0.122
N -0.391 -1.642 -0.281
C 0.903 -2.040 -0.529
C 1.581 -0.896 -0.836
N 0.744 0.191 -0.769
C -0.431 -0.298 -0.435
O -2.159 -4.770 -0.026
C -1.657 -6.028 -0.428
C -2.084 -6.421 -1.811
C -1.249 -6.700 -2.847
Cl 0.473 -6.675 -2.829
S -2.077 -7.046 -4.309
C -3.591 -6.811 -3.537
C -3.449 -6.494 -2.227
C -3.922 -3.180 -1.939
Cl -4.755 -3.205 -0.415
C -4.684 -2.938 -3.069
H -2.216 -3.047 -5.386
H -0.890 -3.498 -3.351
H -0.689 -3.945 -1.196
H -1.363 -2.846 1.136
H -2.396 -1.837 0.112
H 1.216 -3.068 -0.474
H 2.617 -0.793 -1.118
H -1.340 0.261 -0.266
H -2.049 -6.738 0.302
H -0.563 -6.042 -0.362
H -4.504 -6.910 -4.102
H -4.275 -6.278 -1.564
H -5.744 -2.754 -2.982
*
```

These are the Löwdin partial charges, in e, on atoms 1 to 6: atom 1 (Pd): 0.26, atom 2 (N): 0.16, atom 3 (C): -0.23, atom 4 (C): -0.14, atom 5 (C): -0.18, atom 6 (C): -0.20

---

Which of these has the highest DFT total energy? C35H52O2P4Pb

---

Which of these has the lowest DFT total energy? C29H41Cl3N7O4PdS2Se

---

The highest DFT total energy belongs to which entry? C35H52O2P4Pb

---

Which value of DFT total energy does entry 1 give? -4890.76208 a.u.